The following is a DFT calculation (ωB97M-V/def2-TZVPD) of C53H64ClN8O5P2S4Se4Ti as an isolated structure at a distorted geometry.

Positions of all 142 atoms, in Å:
1 Ti -0.174 -1.346 -0.824
2 N -1.511 -0.999 0.511
3 S -2.262 0.042 1.228
4 N -1.514 1.378 1.726
5 S -0.405 1.250 2.878
6 N 0.693 0.098 2.824
7 S 1.664 0.046 1.541
8 N 1.074 -0.313 0.225
9 C 2.488 1.579 1.389
10 C 2.338 2.256 0.164
11 C 3.055 3.406 -0.080
12 C 3.979 3.884 0.869
13 C 4.172 3.178 2.043
14 C 3.438 2.031 2.330
15 C 2.942 -0.983 2.216
16 C 3.811 -1.554 1.303
17 C 4.925 -2.234 1.773
18 C 5.173 -2.324 3.140
19 C 4.298 -1.740 4.041
20 C 3.171 -1.060 3.582
21 C 0.219 2.809 2.982
22 C -0.339 3.924 2.261
23 C 0.097 5.199 2.545
24 C 1.055 5.450 3.551
25 C 1.544 4.372 4.299
26 C 1.154 3.072 4.048
27 C -1.122 0.919 4.421
28 C -0.597 -0.011 5.342
29 C -1.132 -0.074 6.624
30 C -2.159 0.775 7.016
31 C -2.637 1.729 6.114
32 C -2.128 1.816 4.833
33 C -3.054 -0.730 2.616
34 C -2.654 -2.023 2.920
35 C -3.291 -2.699 3.950
36 C -4.322 -2.088 4.654
37 C -4.739 -0.807 4.312
38 C -4.115 -0.121 3.281
39 C -3.664 0.719 0.387
40 C -4.384 -0.195 -0.361
41 C -5.525 0.243 -1.018
42 C -5.915 1.576 -0.934
43 C -5.181 2.475 -0.171
44 C -4.050 2.042 0.515
45 H 1.659 1.839 -0.570
46 H 2.913 3.937 -1.017
47 H 4.545 4.790 0.680
48 H 4.898 3.531 2.766
49 H 3.617 1.488 3.249
50 H 3.595 -1.479 0.242
51 H 5.607 -2.692 1.064
52 H 6.047 -2.858 3.498
53 H 4.486 -1.809 5.106
54 H 2.464 -0.613 4.270
55 H -1.083 3.743 1.502
56 H -0.302 6.031 1.968
57 H 1.382 6.465 3.763
58 H 2.268 4.558 5.091
59 H 1.522 2.249 4.658
60 H 0.198 -0.671 5.022
61 H -0.742 -0.805 7.328
62 H -2.579 0.706 8.016
63 H -3.418 2.419 6.423
64 H -2.482 2.572 4.135
65 H -1.871 -2.484 2.334
66 H -2.992 -3.717 4.182
67 H -4.814 -2.620 5.464
68 H -5.550 -0.334 4.855
69 H -4.448 0.870 2.994
70 H -4.069 -1.236 -0.411
71 H -6.104 -0.468 -1.598
72 H -6.807 1.913 -1.457
73 H -5.492 3.512 -0.093
74 H -3.481 2.712 1.148
75 Se -1.548 -3.577 -0.605
76 Se -3.626 -3.969 0.197
77 Se -2.647 -3.474 -4.292
78 Se -1.851 -2.235 -2.511
79 C -0.237 3.905 -3.388
80 N -1.150 3.193 -2.482
81 C -0.915 3.505 -1.055
82 P -1.601 1.647 -2.809
83 O -1.568 0.701 -1.674
84 O -0.543 1.210 -3.977
85 P 0.680 0.196 -3.804
86 O 0.645 -0.544 -2.511
87 N 1.996 1.171 -3.812
88 C 3.160 0.895 -2.946
89 C 2.316 1.849 -5.069
90 N 0.599 -0.636 -5.199
91 C -0.565 -0.600 -6.102
92 C 1.265 -1.952 -5.167
93 N -3.037 1.738 -3.583
94 C -3.279 2.862 -4.496
95 C -3.629 0.478 -4.053
96 H -0.455 4.973 -3.344
97 H -0.365 3.574 -4.419
98 H 0.810 3.750 -3.107
99 H -0.756 4.581 -0.962
100 H -0.050 2.992 -0.642
101 H -1.778 3.226 -0.461
102 H 2.873 0.267 -2.109
103 H 3.556 1.837 -2.558
104 H 3.952 0.378 -3.506
105 H 1.415 2.005 -5.666
106 H 3.028 1.271 -5.669
107 H 2.758 2.823 -4.850
108 H -1.027 0.383 -6.087
109 H -1.299 -1.358 -5.835
110 H -0.203 -0.795 -7.118
111 H 2.076 -1.952 -4.440
112 H 1.692 -2.164 -6.151
113 H 0.553 -2.736 -4.911
114 H -3.034 3.805 -4.013
115 H -4.341 2.869 -4.750
116 H -2.709 2.773 -5.433
117 H -3.475 -0.313 -3.328
118 H -3.205 0.153 -5.009
119 H -4.705 0.627 -4.175
120 Cl 2.933 -7.550 -5.475
121 C 2.693 -6.214 -4.381
122 C 1.426 -5.946 -3.901
123 C 1.243 -4.865 -3.041
124 C 2.315 -4.069 -2.684
125 C 3.578 -4.351 -3.174
126 C 3.779 -5.434 -4.022
127 C 2.111 -2.864 -1.804
128 O 2.984 -2.055 -1.678
129 O 0.927 -2.818 -1.229
130 H 0.585 -6.566 -4.194
131 H 0.253 -4.638 -2.667
132 H 4.399 -3.708 -2.880
133 H 4.764 -5.671 -4.405
134 C 0.771 -3.780 3.473
135 S 0.918 -3.553 1.690
136 C 2.066 -4.889 1.335
137 H 0.156 -4.652 3.701
138 H 0.293 -2.879 3.868
139 H 1.764 -3.886 3.917
140 H 3.014 -4.710 1.849
141 H 2.236 -4.906 0.259
142 H 1.638 -5.844 1.644

total charge: -1
molar mass: 1482.52 g mol⁻¹
HOMO energy (alpha / beta): -1.38 / -1.52 eV

Here are the Mulliken charges for atoms 1 to 2, given in e: atom 1 (Ti): -1.283, atom 2 (N): 0.891